No. 1
C48H32O16 | wB97M-V/def2-TZVPD

Atoms and positions in Å:
C 5.50735 -2.81317 -1.44885
C 5.90402 -3.93129 -0.36693
C 4.83871 -5.01673 -0.02969
O 5.04740 -5.83653 0.79032
C 3.70068 -5.00580 -0.91366
C 3.45859 -4.02672 -1.96299
C 4.46777 -3.02272 -2.31165
O 4.13008 -2.24416 -3.24029
H 6.42240 -2.00294 -1.56100
H 6.83900 -3.80439 0.20157
H 2.85298 -5.69781 -0.71258
H 2.51137 -4.10846 -2.47117
C -0.66686 1.64042 -4.41373
C -1.87137 0.88729 -4.97458
C -2.77144 1.66323 -5.90256
O -3.81557 1.28625 -6.33431
C -2.63702 3.13807 -6.05730
C -1.38791 3.80539 -5.56837
C -0.46145 3.05181 -4.72451
O 0.55570 3.59254 -4.35117
H 0.04035 1.10585 -3.58722
H -2.15970 -0.13508 -4.76285
H -3.35429 3.70510 -6.69087
H -1.37414 4.89042 -5.53365
C 3.93852 -2.27121 2.59875
C 3.49387 -1.47927 1.46508
C 4.42414 -0.57370 0.77157
O 4.05110 0.07224 -0.25665
C 5.83693 -0.44930 1.20605
C 6.26309 -1.37857 2.42537
C 5.30291 -2.36462 2.94114
O 5.75955 -3.18513 3.74260
H 3.21261 -2.89716 2.99960
H 2.47449 -1.61856 1.22287
H 6.40561 0.22768 0.77614
H 7.29580 -1.30321 2.66605
C -5.04845 3.34853 2.44446
C -5.09836 4.04223 3.83527
C -3.78870 4.53005 4.22889
O -3.63642 5.20749 5.30381
C -2.52170 4.25466 3.51828
C -2.66250 3.50421 2.26705
C -3.85955 3.13500 1.69185
O -3.92819 2.44203 0.61201
H -6.15827 3.22304 1.77192
H -6.04505 4.26242 4.41494
H -1.67926 4.49378 3.88374
H -1.76449 3.17183 1.53503
C 2.33458 3.92220 3.14157
C 3.05872 4.57656 4.22381
C 4.32420 3.89751 4.78533
O 4.89532 4.24034 5.79189
C 4.73842 2.71241 4.09337
C 3.95127 2.07509 2.98583
C 2.69952 2.68332 2.55515
O 1.94717 2.18308 1.63708
H 1.25936 4.40233 2.84699
H 2.64413 5.56074 4.63055
H 5.54706 2.16427 4.46641
H 4.18714 1.16458 2.42616
C -3.10204 -1.89529 1.45428
C -1.56560 -2.11476 1.74156
C -0.91196 -1.28203 2.74207
O 0.28707 -1.48151 3.11676
C -1.69185 -0.17700 3.35347
C -3.04503 0.14756 3.00079
C -3.75854 -0.69087 2.07995
O -4.99416 -0.47824 1.82807
H -3.63357 -2.73443 0.91563
H -1.24561 -2.94446 1.34227
H -1.15168 0.24702 4.16483
H -3.67263 1.14543 3.28023
C -1.63992 -1.27845 -1.76614
C -1.90253 -0.07759 -0.86659
C -0.60190 0.58093 -0.20650
O -0.74475 1.43754 0.73003
C 0.73352 0.21674 -0.70583
C 0.81993 -0.84922 -1.72373
C -0.30235 -1.67277 -2.24326
O -0.23778 -2.50773 -3.16516
H -2.64280 -1.81240 -1.96170
H -2.87960 0.15362 -0.52336
H 1.51074 0.80829 -0.45310
H 1.88758 -1.13814 -1.85707
C -4.66359 -1.21866 -3.65998
C -4.09921 -2.23726 -4.67279
C -4.05488 -3.67971 -4.13016
O -3.67628 -4.61792 -4.86777
C -4.54507 -3.93370 -2.79586
C -4.97951 -2.88208 -1.86225
C -5.22487 -1.50851 -2.33481
O -5.70806 -0.63240 -1.57204
H -4.64275 -0.16473 -4.23857
H -3.98005 -1.82603 -5.62670
H -4.22096 -4.94212 -2.48748
H -5.35049 -3.05659 -0.75105

Orbital gap: 6.988 eV
HOMO energy: -9.7 eV
Spin multiplicity: 1
Electronic energy: -3051.134729 a.u.
Energy relative to the best compared isomer or geometry (same formula, charge and spin): 415.4 kcal/mol

***

No. 2
C48H34FNO10S | wB97M-V/def2-TZVPD

Atoms and positions in Å:
N 4.22429 -0.15829 3.61090
C 3.58505 -1.30852 2.90706
C 2.03694 -1.54619 3.27071
C 0.99943 -0.91096 2.22930
C 1.28649 0.52819 1.58870
O 1.63832 0.83112 0.44264
O 0.96924 1.40367 2.70530
C -0.01858 0.78766 3.60459
C -0.48445 -0.55138 2.79455
S -1.41624 -1.85411 3.71506
O -2.57616 -2.28891 2.84053
O -0.60903 -3.08306 4.03011
F -1.98588 -1.09069 5.12184
H 3.53809 0.50883 3.98565
H 4.80190 -0.50112 4.39912
H 3.73583 -1.19367 1.78086
H 4.14763 -2.25692 3.24707
H 1.81041 -1.26000 4.36772
H 1.87302 -2.68976 3.23542
H 0.80189 -1.70042 1.42992
H 0.58156 0.50300 4.54714
H -0.90994 1.42019 3.91928
H -1.11546 -0.17230 1.90966
C -2.48870 7.29387 7.22266
C -2.53157 5.91163 7.39107
C -1.47054 5.12418 6.95842
C -0.36680 5.71658 6.34410
C -0.33498 7.09821 6.15367
C -1.39371 7.88743 6.60481
C 0.80786 7.73449 5.45895
O 0.83796 8.94166 5.29554
C 1.90829 6.88001 4.95872
C 2.96377 7.45758 4.25182
C 4.00854 6.66432 3.78947
C 4.00792 5.29379 4.03912
C 2.95560 4.71375 4.73818
C 1.89855 5.50461 5.19112
C 0.76593 4.87183 5.90300
O 0.76256 3.67078 6.11828
H -3.31317 7.90874 7.56886
H -3.39227 5.44802 7.86212
H -1.50731 4.04837 7.09710
H -1.36853 8.96413 6.47157
H 2.97231 8.52516 4.05640
H 4.82566 7.11490 3.23543
H 4.82692 4.67647 3.68427
H 2.95834 3.64482 4.92531
C -0.23285 -4.09609 0.00976
C -1.12005 -4.40785 1.03809
C -2.40830 -4.83812 0.73950
C -2.81722 -4.94635 -0.58960
C -1.93612 -4.61058 -1.61863
C -0.63865 -4.19599 -1.31650
C -2.37276 -4.67348 -3.03127
O -1.60175 -4.38346 -3.93062
C -3.76175 -5.08501 -3.33517
C -4.20504 -5.09365 -4.65863
C -5.50434 -5.49153 -4.95483
C -6.36231 -5.89085 -3.93241
C -5.92629 -5.87834 -2.61222
C -4.62771 -5.46597 -2.31016
C -4.18475 -5.42228 -0.89811
O -4.93620 -5.76738 -0.00266
H 0.77592 -3.76910 0.24313
H -0.80645 -4.31748 2.07218
H -3.09319 -5.08438 1.54443
H 0.05546 -3.94644 -2.11297
H -3.54080 -4.78684 -5.46055
H -5.84853 -5.49255 -5.98407
H -7.37379 -6.20810 -4.16488
H -6.60084 -6.18593 -1.81960
C -1.84701 0.38288 -5.07880
C -1.88773 -1.00029 -4.91589
C -0.82512 -1.78471 -5.35018
C 0.27864 -1.18776 -5.96102
C 0.30834 0.19522 -6.14609
C -0.75230 0.98086 -5.69306
C 1.45054 0.83632 -6.83680
O 1.47902 2.04470 -6.99570
C 2.55343 -0.01412 -7.33925
C 3.60872 0.56862 -8.04258
C 4.65563 -0.22042 -8.50679
C 4.65746 -1.59201 -8.26262
C 3.60541 -2.17716 -7.56723
C 2.54618 -1.39030 -7.11248
C 1.41347 -2.02870 -6.40414
O 1.41272 -3.22948 -6.19408
H -2.67304 0.99511 -4.73112
H -2.74848 -1.46745 -4.44758
H -0.86182 -2.86151 -5.21523
H -0.72886 2.05814 -5.82200
H 3.61525 1.63704 -8.23359
H 5.47259 0.23416 -9.05797
H 5.47828 -2.20618 -8.61888
H 3.61001 -3.24692 -7.38425

Orbital gap: 8.363 eV
HOMO energy: -9.5 eV
Spin multiplicity: 1
Electronic energy: -3154.709659 a.u.

***

No. 3
C48H35BrGaN5O2P2S2Te | wB97M-V/def2-TZVPD

Atoms and positions in Å:
Ga -0.18499 -0.12636 -0.01939
C -0.43193 0.34309 3.72232
O 0.34245 0.43339 2.52697
C 1.67732 0.59286 2.65511
C 2.33715 0.83306 3.83105
C 3.73987 0.95111 3.83650
Br 4.61078 1.32231 5.46980
C 4.46156 0.77512 2.69646
C 3.78480 0.49299 1.48698
C 2.38352 0.44900 1.42303
O 1.75174 0.29971 0.29691
C 4.52931 0.13101 0.31222
N 3.99974 -0.30211 -0.83396
C 5.01088 -0.68913 -1.70584
C 4.97711 -1.24788 -2.97361
C 6.19815 -1.50483 -3.56955
C 7.40729 -1.21868 -2.92268
C 7.43817 -0.67662 -1.65042
C 6.21144 -0.42434 -1.05621
N 5.87074 0.08501 0.19495
H -0.38698 1.28326 4.27520
H -0.06749 -0.47998 4.34023
H -1.44714 0.13092 3.40139
H 1.79577 0.93412 4.75934
H 5.53983 0.83805 2.74010
H 2.98444 -0.36168 -0.91049
H 4.04268 -1.48792 -3.46246
H 6.21875 -1.94405 -4.55737
H 8.33882 -1.43710 -3.42612
H 8.37122 -0.47054 -1.14461
H 6.51172 0.32905 0.92852
Te 0.23903 3.76021 -3.20823
C -1.59874 4.40046 -4.05852
C -2.40347 5.32897 -3.40922
C -3.65627 5.61551 -3.93366
N -4.14260 5.05367 -5.03768
C -3.35954 4.17844 -5.66304
C -2.09225 3.82234 -5.22128
C -0.52021 2.25260 -2.03309
P -0.44712 0.54578 -2.39625
C -2.08370 -0.11254 -2.84741
C -2.35414 -1.46927 -2.68917
C -3.59808 -1.97624 -3.03119
C -4.57610 -1.12968 -3.53722
C -4.30799 0.22154 -3.70801
C -3.06361 0.72915 -3.36313
C 0.52181 0.25868 -3.91039
C -0.05094 -0.20906 -5.08841
C 0.71230 -0.31373 -6.24416
C 2.04813 0.05342 -6.23682
C 2.62957 0.51992 -5.06442
C 1.87215 0.61068 -3.90896
P -0.64717 2.32387 -0.29044
C -2.37999 2.62289 0.19709
C -2.78998 2.36357 1.50279
C -4.10508 2.57808 1.88413
C -5.02240 3.06148 0.96015
C -4.61947 3.33597 -0.33952
C -3.30280 3.11743 -0.71842
C 0.24065 3.75906 0.37171
C 1.63314 3.67990 0.40529
C 2.39005 4.75689 0.83625
C 1.75668 5.92585 1.23918
C 0.37246 6.00693 1.21760
C -0.38735 4.92618 0.78993
H -2.07141 5.81316 -2.49939
H -4.30285 6.33110 -3.43647
H -3.76664 3.73079 -6.56355
H -1.51124 3.09120 -5.76954
H -1.59416 -2.13265 -2.28775
H -3.80878 -3.02765 -2.88603
H -5.55218 -1.52363 -3.78937
H -5.06825 0.88203 -4.10585
H -2.84768 1.78412 -3.48582
H -1.09565 -0.48940 -5.10923
H 0.25448 -0.67615 -7.15541
H 2.63533 -0.01479 -7.14335
H 3.66683 0.83065 -5.06532
H 2.31352 1.01426 -3.00050
H -2.07129 1.98892 2.22546
H -4.41890 2.35670 2.89596
H -6.05272 3.21677 1.25240
H -5.33303 3.71314 -1.06136
H -2.98162 3.31972 -1.73216
H 2.12042 2.76460 0.08442
H 3.47023 4.68722 0.85752
H 2.34312 6.77304 1.57060
H -0.12183 6.91596 1.53510
H -1.46814 4.99586 0.78079
S -2.22991 -0.87242 0.79800
C -1.45538 -2.43292 0.73387
S 0.19129 -2.41508 0.16448
C -2.09646 -3.58472 1.09529
C -3.44169 -3.56388 1.57340
N -4.52624 -3.54398 1.95842
C -1.43809 -4.84964 1.01748
N -0.90317 -5.86689 0.95503

Orbital gap: 6.584 eV
HOMO energy: -7.6 eV
Spin multiplicity: 1
Electronic energy: -8520.366742 a.u.

***

No. 4
C48H36AuClO5P2S | wB97M-V/def2-TZVPD

Atoms and positions in Å:
Au -0.53149 1.08317 0.17046
O -0.36170 -1.90676 -0.01553
S 0.71542 -0.95139 -0.20504
C 2.13959 -1.41770 0.73126
C 2.70755 -2.61597 0.30762
C 3.91962 -3.09300 0.82152
C 4.59901 -2.30223 1.72014
C 5.93207 -2.47101 2.39332
C 6.07872 -1.22578 3.30951
C 4.82235 -0.42888 3.08735
C 4.37746 0.75308 3.62476
C 3.08985 1.19855 3.27627
C 2.27348 0.51381 2.38466
P 0.55492 0.88597 2.30482
C -0.39082 -0.44591 3.03257
C -1.77132 -0.54154 2.83854
C -2.47513 -1.57438 3.43344
C -1.81412 -2.50926 4.21758
C -0.44256 -2.41731 4.41443
C 0.27400 -1.39434 3.81880
C 0.26613 2.46446 3.08786
C 0.78414 3.62465 2.50858
C 0.57484 4.84293 3.12421
C -0.16351 4.90815 4.30135
C -0.68749 3.75808 4.87013
C -0.48150 2.52828 4.26256
C 2.75802 -0.64121 1.73482
C 4.01079 -1.10462 2.15458
C 1.29109 -0.92962 -1.85134
C 2.66446 -0.87943 -2.08439
C 3.22019 -1.10978 -3.34735
C 2.36507 -1.40072 -4.38280
C 2.63189 -1.74472 -5.82030
C 1.23024 -1.96225 -6.44731
C 0.26235 -1.63232 -5.34353
C -1.10695 -1.55551 -5.31661
C -1.71509 -1.10978 -4.13406
C -1.02047 -0.84401 -2.96231
P -1.85741 0.11434 -1.69361
C -2.52906 1.50071 -2.63825
C -3.83379 1.50609 -3.12900
C -4.29212 2.59195 -3.85881
C -3.45225 3.66869 -4.10591
C -2.14689 3.65827 -3.63354
C -1.68712 2.57966 -2.89830
C -3.24551 -0.81128 -1.01640
C -4.29563 -0.12561 -0.40076
C -5.35123 -0.83784 0.14342
C -5.36330 -2.22639 0.08076
C -4.31513 -2.90746 -0.52354
C -3.25446 -2.20326 -1.07009
C 0.37312 -1.04059 -2.93675
C 0.97784 -1.35695 -4.16390
H 2.19748 -3.19779 -0.45023
H 4.30674 -4.04296 0.47998
H 6.72830 -2.52601 1.64942
H 5.96838 -3.40442 2.95607
H 6.96158 -0.63574 3.06080
H 6.17475 -1.50198 4.36027
H 4.96239 1.31889 4.33667
H 2.70272 2.08399 3.76421
H -2.30286 0.18536 2.24381
H -3.54345 -1.64618 3.28105
H -2.36987 -3.31209 4.68339
H 0.06783 -3.14160 5.03426
H 1.34261 -1.32699 3.97827
H 1.34757 3.57693 1.58374
H 0.96675 5.74623 2.67778
H -0.34073 5.86668 4.76997
H -1.26000 3.81603 5.78546
H -0.89347 1.62903 4.70260
H 3.33458 -0.70429 -1.25596
H 4.29339 -1.08690 -3.47562
H 3.27139 -2.62465 -5.89899
H 3.17001 -0.92791 -6.30493
H 1.09141 -2.99180 -6.77992
H 1.06941 -1.32603 -7.31759
H -1.71260 -1.76333 -6.18801
H -2.78447 -0.93166 -4.15146
H -4.49881 0.67372 -2.93789
H -5.30779 2.59718 -4.23024
H -3.81778 4.52127 -4.66199
H -1.49304 4.49886 -3.82158
H -0.66846 2.58884 -2.52562
H -4.28427 0.95316 -0.33092
H -6.16899 -0.30475 0.60910
H -6.19573 -2.77833 0.49664
H -4.32465 -3.98782 -0.57244
H -2.43908 -2.73934 -1.53851
O -3.34399 3.75034 -0.19590
Cl -2.42456 3.31618 0.77997
O -2.33616 4.16855 1.89811
O -1.05035 3.20717 0.14361
O -2.70431 1.94212 1.18672

Orbital gap: 5.606 eV
HOMO energy: -13.3 eV
Spin multiplicity: 1
Electronic energy: -3902.931322 a.u.
Energy relative to the best compared isomer or geometry (same formula, charge and spin): 15.8 kcal/mol
Total charge: +2